The following is a DFT calculation (wB97M-V/def2-TZVPD) of C5H14N2O in the gas phase in a non-equilibrium geometry.

## Properties
Energy above the lowest of the compared OMol25 structures with the same formula, charge and spin (kJ/mol): 344.3
Max |F| (eV/Å): 4.64
DFT total energy (eV): -10437.4594
Lowest unoccupied orbital energy (eV): 0.95
Orbital gap (eV): 9.52

Last columns: bonded neighbours and bond lengths (Å).
Element x y z (Å)
1 C 1.388 1.634 -2.493  C2 1.612, H9 1.156, H10 1.053, H11 1.052
2 C 1.142 0.081 -2.141  C1 1.612, N3 1.415, H12 1.088, H13 1.099
3 N 0.324 -0.108 -1.002  C2 1.415, C4 1.445, H14 1.018
4 C 0.626 -0.733 0.265  N3 1.445, C5 1.581, H15 1.127, H16 1.142
5 C -0.707 -0.761 1.115  C4 1.581, N6 1.454, C7 1.510, H17 1.161
6 N -0.841 -1.902 2.006  C5 1.454, H18 1.172, H19 1.085
7 C -1.012 0.521 1.854  C5 1.510, O8 1.476, H20 1.014, H21 1.087
8 O -2.423 0.335 2.243  C7 1.476, H22 1.013
9 H 0.327 2.088 -2.563  C1 1.156
10 H 1.805 2.195 -1.706  C1 1.053
11 H 1.845 1.820 -3.423  C1 1.052
12 H 2.144 -0.268 -1.899  C2 1.088
13 H 0.722 -0.515 -2.963  C2 1.099
14 H -0.595 -0.347 -1.369  N3 1.018
15 H 1.269 -0.012 0.846  C4 1.127
16 H 1.173 -1.736 0.268  C4 1.142
17 H -1.542 -0.954 0.332  C5 1.161
18 H -1.581 -1.640 2.877  N6 1.172
19 H 0.133 -2.185 2.393  N6 1.085
20 H -0.550 0.621 2.751  C7 1.014
21 H -0.712 1.354 1.223  C7 1.087
22 H -2.934 0.514 1.386  O8 1.013